A 6-piece molecular cluster, C47H99F3N4O5S overall in a non-equilibrium geometry, computed with wB97M-V/def2-TZVPD.

Values from the calculation:
calculated total energy	-3142.35601	a.u.
max |F|	0.0750	hartree/bohr
E_HOMO	-0.3154	hartree
relative energy (zero: lowest compared OMol25 entry of this formula, charge and spin)	222.9	kcal per mole
HOMO-LUMO gap	5.0	eV

ORCA input file:
```
! wB97M-V def2-TZVPD RIJCOSX def2/J DEFGRID3
* xyz 2 1
S 4.358 -6.173 6.232
F 2.556 -4.582 7.472
F 1.673 -5.576 5.612
F 3.085 -3.889 5.519
O 3.875 -7.482 6.639
O 4.690 -6.234 4.830
O -1.212 -0.600 0.330
O -1.796 -0.059 2.435
O 5.366 -5.715 7.223
N -7.096 2.206 -1.283
N -1.717 1.082 8.831
N 5.375 0.633 0.381
N 2.157 -2.158 -8.693
C 0.308 1.680 10.081
C 4.016 -3.950 -8.279
C 6.969 0.601 0.468
C -6.184 3.629 0.497
C 9.232 1.682 0.668
C 0.475 2.090 8.564
C -6.787 2.296 -3.940
C 7.794 1.764 0.940
C -8.108 2.486 -0.148
C 4.840 2.992 0.944
C 0.056 -1.170 -8.020
C -6.618 0.654 -1.335
C -5.887 3.126 -0.924
C 4.808 0.623 1.822
C -2.413 -0.217 8.370
C 4.037 -0.497 -11.797
C 1.141 -0.688 -7.088
C -0.658 1.421 7.765
C -1.671 -0.860 1.508
C 3.335 -1.648 -11.061
C 4.292 -5.449 -8.119
C 2.565 -3.624 -8.733
C -4.405 -1.738 8.702
C -3.519 -0.687 9.357
C 5.398 -3.095 -0.542
C 2.787 -4.947 6.207
C 4.894 2.015 -0.244
C -7.163 -1.863 -1.691
C 0.706 -2.026 -9.173
C -8.055 -2.944 -2.323
C -3.436 2.942 7.993
C -7.258 2.716 1.078
C 5.017 -0.603 -0.443
C 4.763 2.153 2.240
C -7.538 -0.374 -1.972
C -0.821 0.696 10.083
C -7.691 2.602 -2.752
C -4.080 4.257 8.583
C -4.847 5.281 7.640
C 5.598 -0.468 -11.712
C -7.375 2.297 -5.398
C 5.136 -1.923 0.363
C -2.641 2.304 9.138
C 2.216 -1.708 -7.161
C 10.006 3.016 0.833
C -2.072 -2.332 1.854
C 3.031 -1.206 -9.551
H 5.483 0.011 2.420
H 3.751 -2.640 -11.240
H 3.790 0.235 1.843
H 4.400 -3.297 -7.496
H 2.367 -1.763 -11.549
H -8.120 1.501 -5.416
H 6.222 -2.912 -1.232
H 6.028 -1.152 -12.444
H -6.609 4.633 0.487
H -8.075 3.622 -2.755
H 9.676 0.942 1.334
H -7.750 -3.971 -2.122
H 3.859 -5.886 -7.220
H -3.275 4.698 9.170
H 5.572 -0.526 -1.379
H -4.182 0.103 9.710
H -5.056 6.002 8.431
H 3.993 -1.204 -9.038
H -4.739 3.868 9.360
H 1.304 1.722 7.960
H -4.947 2.575 -0.874
H 7.309 -0.307 0.967
H -4.664 -1.436 7.687
H -9.059 -2.925 -1.899
H 1.146 1.118 10.495
H -8.554 3.436 -0.442
H -8.579 -0.172 -1.720
H 3.822 2.374 2.745
H 4.014 -0.577 -0.869
H -5.256 3.730 1.059
H -7.943 3.224 -5.465
H 3.685 0.475 -11.451
H 5.920 -1.985 1.117
H -6.320 0.400 -0.317
H 0.585 -1.794 -10.231
H -3.304 1.966 9.935
H 5.480 2.131 -1.156
H -1.749 -1.021 8.054
H -0.463 -0.350 -8.516
H -5.858 5.032 7.320
H 4.541 -3.544 -9.144
H 4.197 -1.953 0.915
H 3.830 -6.047 -8.905
H 7.335 0.402 -0.539
H 1.444 0.300 -7.433
H 1.781 -4.204 -8.246
H 0.484 3.174 8.453
H 9.761 3.539 1.758
H -5.419 -1.917 9.058
H -0.563 -1.846 -7.431
H -1.116 2.029 6.985
H 3.893 1.811 -0.625
H 6.084 0.418 -12.120
H 5.610 -3.932 0.124
H 5.710 3.645 0.876
H -6.137 -1.970 -2.042
H 9.569 3.571 0.003
H -1.132 -2.874 1.760
H -2.839 -2.660 1.152
H -7.992 -2.856 -3.407
H -1.931 3.045 9.505
H 5.343 -5.738 -8.087
H -7.163 -2.013 -0.611
H 3.853 3.415 0.759
H -3.782 -2.631 8.653
H -6.777 1.895 1.610
H 0.133 2.475 10.805
H -6.706 2.279 -6.259
H 2.376 -3.910 -9.768
H -7.794 3.219 1.883
H -7.579 -0.232 -3.052
H 3.244 -1.490 -6.874
H -1.314 0.712 11.055
H 2.796 -0.164 -9.332
H -2.568 -2.466 2.815
H -6.017 3.058 -4.058
H 7.640 2.079 1.972
H 0.647 -0.702 -6.116
H -6.071 1.495 -3.759
H 7.492 2.571 0.273
H -8.848 1.685 -0.130
H -0.441 -0.325 10.082
H -5.785 3.944 -1.637
H -5.704 0.830 -1.902
H -8.506 1.890 -2.623
H -2.868 3.204 7.101
H 1.953 -2.610 -6.608
H 0.138 -2.948 -9.048
H 3.886 -0.522 -12.876
H 5.595 2.427 2.888
H -0.262 0.461 7.434
H 9.495 1.301 -0.319
H -4.284 5.652 6.783
H -4.229 2.302 7.605
H 6.100 -0.574 -10.750
H -3.179 -1.181 10.267
H -2.923 0.175 7.490
H 4.506 -3.238 -1.152
H 11.082 2.907 0.702
*
```